No. 1
This record from OMol25 describes an isolated ion of composition C3H7N2S and charge +1. The level of theory is ωB97M-V with the def2-TZVPD basis set.

The value obtained for the energy above the lowest of the compared OMol25 structures with the same formula, charge and spin is 315.2 kJ/mol. The orbital gap (spin up / spin down) is 8.53 / 8.50 eV. The total charge is +1. The HOMO energy (spin up / spin down) comes out at -13.281 / -13.208 eV.

Each line ends with the Löwdin charge.
Geometry (Å):
C (-0.735, 0.435, -1.679)  -0.321
C (-1.832, 0.313, -0.648)  -0.398
C (0.353, -0.535, 0.602)  -0.469
N (0.444, 0.140, -1.528)  0.162
N (1.614, -0.048, 1.169)  0.141
S (-1.059, 0.378, 0.996)  0.948
H (-1.097, 0.805, -2.638)  0.141
H (-2.555, 1.126, -0.692)  0.088
H (-2.349, -0.638, -0.797)  0.098
H (0.311, -1.591, 0.399)  0.097
H (2.255, 0.163, 0.384)  0.173
H (2.069, -0.728, 1.793)  0.180
H (1.436, 0.827, 1.690)  0.160

***

No. 2
This record from OMol25 describes a 5-piece molecular cluster, H12NO4 overall. The level of theory is ωB97M-V with the def2-TZVPD basis set.

The value obtained for the energy above the lowest of the compared OMol25 structures with the same formula, charge and spin is 152.8 kJ/mol. The orbital gap is 11.22 eV. The total charge is +1. The HOMO energy comes out at -14.413 eV.

Each line ends with the Löwdin charge.
Geometry (Å):
N (1.075, 0.349, 0.110)  0.294
H (0.512, 0.155, -0.857)  0.170
H (0.574, -0.119, 0.795)  0.066
H (1.958, -0.023, -0.206)  0.080
H (0.994, 1.335, 0.182)  0.132
H (-5.278, 0.160, -0.570)  0.049
H (-4.706, -1.063, 0.311)  0.080
O (-4.455, -0.284, -0.283)  -0.105
H (1.495, 0.365, 2.928)  0.077
H (0.561, -0.168, 3.822)  0.063
O (0.847, -0.403, 2.921)  -0.081
H (4.148, -0.528, -1.371)  0.101
H (3.697, 0.993, -1.480)  0.059
O (3.727, 0.234, -0.889)  -0.060
H (-1.890, -0.500, -1.384)  0.105
H (-1.622, 0.437, -2.472)  0.035
O (-1.114, 0.016, -1.807)  -0.065

***

No. 3
This record from OMol25 describes C24H44BrCoN12Si4Te as an isolated structure. The level of theory is ωB97M-V with the def2-TZVPD basis set.

The orbital gap (spin up / spin down) is 7.47 / 4.91 eV. The total charge is +2. The HOMO energy (spin up / spin down) comes out at -12.134 / -12.102 eV. Its spin multiplicity is 5.

Each line ends with the Löwdin charge.
Geometry (Å):
Co (-1.706, -1.162, 0.409)  0.354
N (-0.273, -1.698, 4.323)  0.140
C (0.787, -0.880, 4.026)  -0.032
C (0.590, -0.460, 2.743)  -0.108
N (-0.567, -1.000, 2.261)  0.050
C (-1.066, -1.748, 3.228)  -0.258
C (-2.273, -2.502, 3.003)  -0.261
N (-2.763, -2.614, 1.781)  0.058
C (-3.890, -3.381, 1.889)  -0.114
C (-4.079, -3.734, 3.192)  -0.037
N (-3.041, -3.176, 3.890)  0.139
H (-0.413, -2.171, 5.200)  0.171
H (1.571, -0.682, 4.734)  0.130
H (1.207, 0.185, 2.144)  0.060
H (-4.488, -3.646, 1.036)  0.102
H (-4.838, -4.333, 3.664)  0.130
H (-2.929, -3.218, 4.890)  0.171
N (-3.126, -4.887, -2.997)  0.160
N (-3.050, -3.605, -2.556)  -0.259
N (-3.019, -2.586, -3.379)  0.163
C (-2.836, -1.572, -2.548)  -0.182
N (-2.763, -1.989, -1.280)  -0.070
N (-2.907, -3.301, -1.301)  0.102
H (-3.543, -4.941, -3.915)  0.120
H (-3.517, -5.512, -2.309)  0.114
H (-2.776, -0.547, -2.866)  0.106
C (5.126, 0.824, -0.787)  -0.201
Si (3.456, -0.005, -1.100)  0.366
C (3.206, -1.365, 0.199)  -0.223
C (3.354, -0.673, -2.862)  -0.190
Si (1.756, 1.606, -0.562)  0.124
Te (-0.625, 0.938, -0.772)  0.714
Si (1.756, 3.384, -2.571)  0.478
C (1.136, 2.409, -4.053)  -0.216
C (0.490, 4.623, -1.944)  -0.221
C (3.476, 4.098, -2.817)  -0.196
Si (2.368, 3.007, 1.333)  0.400
C (3.248, 1.971, 2.658)  -0.202
C (3.555, 4.315, 0.667)  -0.202
C (0.781, 3.724, 2.058)  -0.215
H (5.928, 0.087, -0.864)  0.043
H (5.183, 1.258, 0.212)  0.020
H (5.344, 1.616, -1.505)  0.020
H (3.709, -2.288, -0.098)  0.037
H (2.152, -1.598, 0.350)  -0.014
H (3.622, -1.063, 1.161)  0.021
H (4.263, -1.221, -3.117)  0.043
H (3.244, 0.128, -3.593)  0.013
H (2.514, -1.358, -2.990)  0.011
H (0.288, 1.779, -3.785)  -0.005
H (1.911, 1.781, -4.492)  0.020
H (0.800, 3.099, -4.832)  0.041
H (-0.478, 4.147, -1.788)  0.009
H (0.354, 5.414, -2.687)  0.042
H (0.797, 5.099, -1.013)  0.016
H (4.268, 3.363, -2.676)  0.017
H (3.662, 4.934, -2.144)  0.025
H (3.560, 4.473, -3.840)  0.044
H (3.735, 1.086, 2.246)  0.009
H (2.557, 1.648, 3.438)  0.015
H (4.023, 2.567, 3.142)  0.042
H (4.176, 3.918, -0.136)  0.010
H (4.228, 4.670, 1.450)  0.043
H (3.017, 5.183, 0.284)  0.033
H (0.169, 2.941, 2.510)  0.015
H (0.175, 4.217, 1.296)  0.020
H (0.999, 4.462, 2.832)  0.042
N (-0.172, -3.917, 0.289)  0.019
C (0.459, -4.751, -0.555)  -0.061
C (0.811, -4.009, -1.660)  -0.033
C (0.334, -2.721, -1.389)  -0.183
N (-0.259, -2.676, -0.202)  -0.065
H (-0.613, -4.147, 1.163)  0.147
H (0.608, -5.792, -0.327)  0.129
H (1.340, -4.343, -2.534)  0.110
H (0.398, -1.833, -1.997)  0.076
Br (-7.515, -0.546, -0.069)  0.800
C (-5.906, 0.291, 0.465)  -0.651
C (-5.878, 1.620, 0.856)  -0.070
C (-4.662, 2.146, 1.262)  -0.023
C (-3.530, 1.350, 1.218)  -0.163
N (-3.559, 0.075, 0.819)  -0.015
C (-4.735, -0.445, 0.468)  -0.198
H (-6.774, 2.225, 0.837)  0.121
H (-4.603, 3.168, 1.606)  0.122
H (-2.566, 1.749, 1.503)  0.075
H (-4.750, -1.483, 0.177)  0.068

***

No. 4
This record from OMol25 describes one molecule with the formula C4H5NO4. The level of theory is ωB97M-V with the def2-TZVPD basis set.

The value obtained for the energy above the lowest of the compared OMol25 structures with the same formula, charge and spin is 122.2 kJ/mol. The orbital gap is 8.62 eV. The HOMO energy comes out at -8.430 eV.

Each line ends with the Löwdin charge.
Geometry (Å):
O (-2.639, -1.100, -0.104)  0.138
C (-1.611, -0.525, -0.050)  -0.551
N (-1.424, 0.838, -0.210)  0.203
C (-0.045, 1.081, 0.019)  -0.290
O (0.384, 2.329, 0.068)  0.117
C (0.562, -0.123, 0.205)  -0.177
C (1.834, -0.663, 0.564)  -0.202
O (2.504, -0.860, -0.655)  -0.053
O (-0.406, -1.110, 0.137)  0.136
H (-2.135, 1.424, 0.223)  0.173
H (1.231, 2.397, -0.399)  0.136
H (2.451, -0.109, 1.241)  0.120
H (1.776, -1.647, 1.070)  0.142
H (3.461, -0.628, -0.658)  0.107

***

No. 5
This record from OMol25 describes C15H25ClCuN4O5 as an isolated structure. The level of theory is ωB97M-V with the def2-TZVPD basis set.

The value obtained for the energy above the lowest of the compared OMol25 structures with the same formula, charge and spin is 166.8 kJ/mol. The orbital gap (spin up / spin down) is 9.47 / 6.62 eV. The total charge is +2. The HOMO energy (spin up / spin down) comes out at -15.001 / -14.968 eV. Its spin multiplicity is 2.

Each line ends with the Löwdin charge.
Geometry (Å):
Cu (-0.021, -0.057, 0.605)  0.706
O (-1.393, 3.989, 1.354)  0.218
C (-0.846, 2.855, 1.030)  -0.440
O (-1.274, 1.750, 1.348)  0.045
C (0.420, 3.008, 0.226)  -0.063
O (0.590, 1.810, -0.494)  -0.177
C (1.918, 1.546, -0.948)  -0.054
C (2.678, 0.634, 0.078)  -0.606
O (3.877, 0.564, -0.022)  0.115
O (1.891, -0.022, 0.869)  -0.107
H (-2.193, 3.897, 1.894)  0.167
H (1.247, 3.179, 0.927)  0.171
H (0.347, 3.871, -0.437)  0.164
H (2.504, 2.440, -1.141)  0.147
H (1.841, 0.949, -1.858)  0.144
N (0.491, -3.239, 1.957)  0.251
C (-0.808, -3.475, 2.701)  -0.237
C (-0.896, -2.562, 3.928)  -0.076
C (-1.177, -1.089, 3.590)  -0.314
N (-0.036, -0.462, 2.879)  0.055
C (-2.448, -0.964, 2.748)  -0.090
C (-2.459, -1.842, 1.494)  -0.290
N (-1.676, -1.209, 0.387)  0.049
C (-2.017, -3.288, 1.781)  -0.069
H (1.295, -3.533, 2.514)  0.184
H (0.585, -2.233, 1.776)  0.102
H (0.520, -3.759, 1.072)  0.110
H (-0.778, -4.517, 3.020)  0.164
H (0.005, -2.656, 4.543)  0.135
H (-1.724, -2.911, 4.545)  0.145
H (-1.355, -0.565, 4.532)  0.157
H (0.847, -0.614, 3.362)  0.122
H (-0.173, 0.547, 2.885)  0.089
H (-2.587, 0.075, 2.449)  0.110
H (-3.300, -1.237, 3.372)  0.143
H (-3.495, -1.913, 1.159)  0.157
H (-2.260, -0.484, -0.036)  0.127
H (-1.517, -1.898, -0.344)  0.071
H (-1.865, -3.839, 0.845)  0.111
H (-2.859, -3.770, 2.279)  0.148
Cl (-0.656, -5.617, -1.445)  0.749
C (0.614, -4.492, -1.142)  -0.679
C (1.877, -4.911, -0.734)  -0.069
C (2.842, -3.949, -0.484)  -0.016
C (2.500, -2.602, -0.579)  -0.108
N (1.288, -2.207, -0.966)  0.067
C (0.384, -3.129, -1.296)  -0.205
H (2.097, -5.967, -0.645)  0.128
H (3.852, -4.232, -0.222)  0.128
H (3.220, -1.829, -0.340)  0.108
H (-0.538, -2.783, -1.754)  0.112

***

No. 6
This record from OMol25 describes C2H3NOS2 as an isolated structure. The level of theory is ωB97M-V with the def2-TZVPD basis set.

The value obtained for the energy above the lowest of the compared OMol25 structures with the same formula, charge and spin is 462.3 kJ/mol. The orbital gap is 7.96 eV. The HOMO energy comes out at -9.265 eV.

Each line ends with the Löwdin charge.
Geometry (Å):
C (1.161, 0.608, -0.118)  -0.380
C (-1.716, 0.417, 0.492)  -0.898
H (0.648, -1.852, -0.498)  0.178
H (1.350, 1.479, 0.404)  0.029
H (-1.523, 0.539, 1.600)  0.048
N (2.183, -0.282, -0.214)  -0.033
O (1.774, -1.620, -0.565)  -0.193
S (-0.563, 0.435, -0.860)  0.783
S (-3.314, 0.278, -0.241)  0.467

***

| no. | largest force on an atom (eV/Å) |
| --- | --- |
| 1 | 3.42 |
| 2 | 6.09 |
| 3 | 1.71 |
| 4 | 2.88 |
| 5 | 2.16 |
| 6 | 5.47 |